# C3H9N3O

C3H9N3O in the gas phase (ωB97M-V with the def2-TZVPD basis set, OMol25).

Last column: natural (NBO) charge in e.
Atoms and positions in Å:
H (1.502, 1.708, 1.158)  0.22
N (1.173, -1.237, -0.246)  -0.22
H (2.816, 0.573, 0.763)  0.25
N (-0.402, 0.369, 0.090)  -0.45
C (-2.702, -0.095, 0.076)  -0.41
H (-0.555, 1.352, -0.142)  0.35
H (2.156, 1.624, -0.490)  0.23
H (-2.720, -0.051, 1.164)  0.20
C (1.907, 1.044, 0.398)  -0.69
H (-1.349, -0.674, -1.351)  0.34
C (0.910, -0.026, 0.050)  0.36
H (-2.985, 0.894, -0.320)  0.16
H (2.527, -2.535, -0.358)  0.48
O (2.541, -1.585, -0.190)  -0.59
N (-1.390, -0.529, -0.340)  -0.43
H (-3.429, -0.831, -0.261)  0.21

Forces on the atoms, in the same order (eV/Å):
-0.019 0.039 0.034
-0.344 -0.568 -0.269
0.016 0.068 0.014
-0.771 0.409 0.011
0.065 0.162 0.099
0.056 -0.281 -0.068
0.034 0.047 -0.013
-0.081 0.005 0.002
0.019 -0.299 -0.096
0.122 0.096 0.255
0.983 -0.275 0.107
-0.041 -0.037 0.046
-0.178 0.273 0.033
0.041 0.484 0.135
0.165 -0.123 -0.269
-0.067 0.000 -0.022

E_LUMO in eV: 0.95
HOMO level in eV: -8.1202

---

# C3H9N3O

C3H9N3O in the gas phase (ωB97M-V with the def2-TZVPD basis set, OMol25).

Last column: natural (NBO) charge in e.
Atoms and positions in Å:
C (0.810, -0.369, 1.444)  -0.69
H (0.023, -0.592, 2.164)  0.23
H (1.680, -0.002, 1.991)  0.22
H (-0.398, -0.769, -2.364)  0.35
H (2.130, 0.326, -0.785)  0.40
N (0.099, -0.602, -1.474)  -0.42
N (-1.817, -0.826, -0.234)  -0.81
O (-0.075, 1.830, 1.048)  -0.80
C (0.293, 0.742, 0.517)  0.45
H (-1.254, 1.004, -0.961)  0.19
C (-0.818, 0.081, -0.579)  0.01
H (1.071, -1.274, 0.891)  0.20
N (1.257, 0.835, -0.765)  -0.55
H (-2.715, -0.473, 0.062)  0.40
H (-1.515, -1.671, 0.226)  0.38
H (1.230, 1.761, -1.182)  0.41

Forces on the atoms, in the same order (eV/Å):
0.299 0.212 -0.392
0.012 0.067 -0.066
-0.020 -0.059 0.041
0.531 0.605 -0.441
0.145 0.217 -0.217
0.656 0.864 1.202
-0.228 -0.367 -0.254
0.577 0.060 -0.453
-1.923 -0.826 -0.246
-0.069 0.012 -0.121
0.887 0.715 1.527
0.037 -0.051 0.047
-1.122 -1.474 -0.538
0.175 -0.051 -0.071
-0.035 0.163 0.130
0.080 -0.088 -0.148

E_LUMO (alpha / beta) in eV: -1.31 / -1.31
HOMO level (alpha / beta) in eV: -7.4459 / -7.4459

---

# C3H9N3O

C3H9N3O in the gas phase (ωB97M-V with the def2-TZVPD basis set, OMol25).

Last column: natural (NBO) charge in e.
Atoms and positions in Å:
H (1.025, 0.392, 1.763)  0.38
C (0.564, -0.491, -0.780)  0.65
C (-0.089, -1.421, 1.370)  -0.05
H (0.615, 0.373, -2.618)  0.22
H (0.935, 1.476, -1.281)  0.20
H (-0.916, 1.784, -0.654)  0.35
H (-1.208, 1.748, -2.217)  0.37
H (-1.046, -1.885, 1.707)  0.20
N (0.380, -0.398, 2.258)  -0.87
H (0.695, -2.106, 1.150)  0.21
C (0.250, 0.667, -1.638)  -0.32
N (-0.477, -0.870, -0.027)  -0.63
N (-1.114, 1.140, -1.452)  -0.82
H (-0.263, 0.160, 2.849)  0.37
H (-1.112, -0.093, 0.050)  0.40
O (1.761, -0.473, -0.481)  -0.64

Forces on the atoms, in the same order (eV/Å):
-1.801 -3.006 1.340
1.668 3.563 2.095
-1.966 1.439 -1.627
-0.712 0.433 -0.644
-0.122 -0.878 -0.495
-1.123 -0.348 -0.769
-1.023 1.178 -1.180
1.129 0.130 0.208
1.873 3.470 -0.395
0.410 -0.744 0.158
0.897 0.545 -0.837
0.642 -2.150 2.433
0.803 0.590 0.991
0.037 -1.088 -0.874
-0.814 -0.419 -0.380
0.102 -2.715 -0.023

E_LUMO in eV: 0.67
HOMO level in eV: -9.2583

---

# C3H9N3O

2 unconnected molecules or ions with the total composition C3H9N3O (ωB97M-V with the def2-TZVPD basis set, OMol25).

Last column: natural (NBO) charge in e.
Atoms and positions in Å:
H (-1.549, 0.532, 1.416)  0.38
C (2.059, 0.871, 0.149)  -0.50
O (2.294, -1.121, 1.391)  -0.70
C (2.807, -0.180, 0.513)  0.11
C (-1.904, 0.213, -0.538)  0.59
H (-0.680, -1.162, -1.550)  0.37
N (-1.070, 0.222, 0.583)  -0.85
H (-2.070, -0.628, -2.295)  0.39
H (-3.222, 1.381, 0.104)  0.33
H (-0.454, -0.567, 0.737)  0.40
H (2.954, -1.844, 1.400)  0.48
H (3.774, -0.386, 0.022)  0.17
N (-3.106, 0.643, -0.603)  -0.79
H (2.464, 1.545, -0.586)  0.21
H (1.146, 1.134, 0.682)  0.22
N (-1.323, -0.359, -1.666)  -0.82

Forces on the atoms, in the same order (eV/Å):
0.107 -0.230 -0.021
0.892 -0.357 0.877
1.452 -0.417 -0.321
-1.105 0.565 -0.896
0.494 -1.115 0.284
-0.497 0.938 0.250
-0.389 0.542 -0.044
0.140 0.253 -0.187
-0.445 -0.773 0.081
-0.059 0.223 -0.193
-0.749 0.440 0.309
-0.524 -0.107 0.472
0.530 1.379 -0.077
-0.016 0.163 -0.046
0.212 -0.218 -0.469
-0.044 -1.285 -0.019

E_LUMO in eV: 0.54
HOMO level in eV: -8.7535

---

# C3H9N3O

C3H9N3O in the gas phase (ωB97M-V with the def2-TZVPD basis set, OMol25).

Last column: natural (NBO) charge in e.
Atoms and positions in Å:
C (0.334, 0.796, -1.850)  -0.04
C (0.437, 0.375, 0.662)  -0.33
O (0.260, -0.933, 2.666)  -0.60
H (1.499, 0.354, 0.423)  0.22
H (0.196, 1.162, 1.376)  0.21
N (-0.327, 0.440, -0.563)  -0.68
H (-0.148, 2.731, -2.032)  0.35
H (1.334, 1.171, -1.586)  0.17
H (-1.130, 1.038, -0.560)  0.37
H (0.468, -0.082, -2.471)  0.18
N (-0.297, 1.887, -2.586)  -0.81
H (-0.752, -1.620, -0.141)  0.41
H (-0.841, -2.643, 1.249)  0.39
C (0.094, -0.906, 1.474)  0.67
N (-0.312, -1.973, 0.704)  -0.84
H (-1.302, 1.746, -2.574)  0.34

Forces on the atoms, in the same order (eV/Å):
1.095 0.524 0.929
-0.850 -0.681 0.305
-0.029 -0.118 0.567
0.102 0.087 0.191
0.302 0.334 -0.145
-0.147 0.087 -1.551
-0.033 -0.039 -0.301
0.015 -0.275 -0.266
-0.404 0.149 0.834
-0.245 -0.111 -0.234
-0.171 -0.254 0.793
0.036 -0.336 -0.064
0.153 -0.108 -0.261
0.690 0.199 -0.881
-0.434 0.578 0.469
-0.081 -0.036 -0.386

E_LUMO in eV: 0.87
HOMO level in eV: -9.0422

---

# C3H9N3O

C3H9N3O in the gas phase (ωB97M-V with the def2-TZVPD basis set, OMol25).

Last column: natural (NBO) charge in e.
Atoms and positions in Å:
H (1.455, 0.903, -0.764)  0.50
H (-2.357, -0.615, 1.134)  0.40
H (2.611, -0.444, 1.302)  0.36
H (-0.341, -0.655, -1.659)  0.24
N (-1.263, -0.319, 0.871)  -0.68
H (-1.093, 1.403, -2.018)  0.21
H (1.373, 0.379, 1.527)  0.35
H (-0.958, 1.766, 0.971)  0.22
C (-0.460, 0.570, -1.353)  -0.13
C (-1.204, 0.928, 0.013)  -0.26
N (1.632, -0.194, 0.801)  -0.73
H (-2.255, 1.278, -0.137)  0.20
N (0.833, -1.388, 0.466)  -0.31
C (-0.410, -1.274, 0.604)  0.25
O (0.815, 1.279, -1.369)  -0.76
H (-0.924, -2.282, 0.045)  0.15

Forces on the atoms, in the same order (eV/Å):
0.036 -0.738 0.640
4.320 0.661 -1.160
-2.681 -0.390 -2.277
-0.851 3.842 0.811
-5.559 2.015 1.543
1.472 -3.183 0.640
-2.497 1.626 1.984
0.678 -1.565 -3.738
0.180 3.570 -0.457
-0.676 0.031 3.678
4.101 -2.586 -0.380
0.715 -0.780 -0.394
2.340 1.841 1.403
-1.566 -6.044 -2.993
-1.224 -0.451 -1.298
1.212 2.152 1.998

E_LUMO in eV: 0.59
HOMO level in eV: -8.7145

---

# C3H9N3O

C3H9N3O in the gas phase (ωB97M-V with the def2-TZVPD basis set, OMol25).

Last column: natural (NBO) charge in e.
Atoms and positions in Å:
C (-0.213, -0.375, -0.335)  0.30
N (2.143, -0.751, 0.141)  -0.83
C (1.046, 0.064, -0.195)  0.22
H (-1.377, 1.294, 1.370)  0.17
H (1.882, 1.820, 0.377)  0.36
H (2.024, -1.720, -0.136)  0.36
O (-1.243, 0.533, -0.561)  -0.54
H (0.090, -2.383, -0.360)  0.36
N (1.384, 1.417, -0.406)  -0.83
H (-1.426, -1.905, -0.809)  0.37
H (-2.404, -0.121, 1.031)  0.18
N (-0.655, -1.716, -0.187)  -0.84
H (3.008, -0.370, -0.233)  0.38
H (-2.813, 1.460, 0.313)  0.19
H (0.551, 1.951, -0.619)  0.39
C (-1.996, 0.804, 0.609)  -0.25

Forces on the atoms, in the same order (eV/Å):
0.177 0.347 0.129
0.071 -0.067 -0.077
-0.605 -0.045 -0.167
-0.051 -0.028 -0.092
-0.066 0.042 0.100
0.195 0.216 0.108
0.493 -0.368 -0.183
-0.241 0.012 0.037
0.009 -0.012 -0.054
-0.038 -0.039 -0.226
0.019 0.104 -0.007
0.292 0.048 0.165
-0.232 -0.211 -0.092
0.019 0.009 0.049
0.126 0.038 0.045
-0.167 -0.046 0.267

E_LUMO in eV: 0.99
HOMO level in eV: -6.9069

---

# C3H9N3O

C3H9N3O in the gas phase (ωB97M-V with the def2-TZVPD basis set, OMol25).

Last column: natural (NBO) charge in e.
Atoms and positions in Å:
N (-0.071, -0.292, 0.248)  -0.18
N (0.256, 1.716, -0.854)  -0.76
C (0.174, -1.043, 1.461)  -0.44
O (-1.504, -0.026, 0.112)  -0.38
H (-0.759, -1.537, 1.723)  0.24
H (0.965, 2.379, -1.148)  0.35
N (2.049, 0.643, 0.328)  -0.87
H (-1.522, 0.431, -1.902)  0.20
H (-3.047, -0.110, -1.147)  0.19
H (2.727, 1.075, -0.283)  0.39
H (2.374, -0.238, 0.692)  0.38
C (0.678, 0.797, -0.101)  0.57
H (-1.767, -1.303, -1.505)  0.16
H (0.487, -0.413, 2.298)  0.20
C (-1.970, -0.271, -1.195)  -0.25
H (0.932, -1.807, 1.273)  0.20

Forces on the atoms, in the same order (eV/Å):
-2.545 -0.110 -0.384
-0.536 0.431 -0.147
-0.009 0.025 0.131
1.389 -0.171 0.904
0.099 -0.002 -0.047
0.104 -0.114 0.269
-0.918 0.571 -0.202
-0.078 -0.091 0.048
0.023 -0.003 0.045
-0.243 -0.006 0.083
-0.275 -0.040 -0.125
2.821 -0.399 -0.216
-0.017 0.057 0.043
-0.032 -0.007 -0.014
0.256 -0.134 -0.469
-0.041 -0.006 0.081

E_LUMO in eV: 0.90
HOMO level in eV: -8.9071

---

Here are the calculated relative energy (zero: lowest compared OMol25 entry of this formula, charge and spin) numbers, same order: 78.1 128.0 54.1 39.7 17.4 149.0 38.5 67.3 (kcal per mole).
Here are the calculated molar mass numbers, same order: 103.12 103.12 103.12 103.12 103.12 103.12 103.12 103.12 (g mol⁻¹).
Here are the calculated F_max numbers, same order: 1.03 2.11 4.46 1.54 1.56 6.92 0.64 2.86 (eV/A).